(1)
One molecule with the formula C2H5I2OP, computed with the ωB97M-V functional and the def2-TZVPD basis.

The value obtained for the LUMO energy is -0.70 eV. For the HOMO energy, the calculation gives -9.55 eV. The HOMO-LUMO gap comes out at 8.85 eV.

Geometry as ORCA input:
```
! wB97M-V def2-TZVPD RIJCOSX def2/J DEFGRID3
* xyz 0 1
C 0.0862 -1.0181 0.6054
C -0.5590 -0.0067 -0.3887
O -1.5542 -0.6333 -1.1426
P -3.5078 -0.0718 -1.2888
I -3.2563 2.1105 -0.1935
I -4.5831 -1.3594 0.4764
H -0.7815 -1.6348 0.9216
H 0.7961 -1.8726 0.1120
H 0.6540 -0.3167 1.3133
H 0.2486 0.4234 -0.9844
H -1.0526 0.8255 0.1266
*
```

Atomic partial charges in e from the natural (NBO) method, atoms 1 to 6: number 1, C, carries -0.642; number 2, C, carries -0.074; number 3, O, carries -0.773; number 4, P, carries 0.663; number 5, I, carries -0.077; number 6, I, carries -0.077

(2)
C21H19BF4IIrN6O4S as an isolated structure, computed with the ωB97M-V functional and the def2-TZVPD basis.

The value obtained for the LUMO energy (alpha / beta) is -3.69 / -4.94 eV. For the HOMO energy (alpha / beta), the calculation gives -11.14 / -11.95 eV. The HOMO-LUMO gap (alpha / beta) comes out at 7.46 / 7.01 eV.

Geometry as ORCA input:
```
! wB97M-V def2-TZVPD RIJCOSX def2/J DEFGRID3
* xyz 1 2
Ir -0.5487 -0.5243 -0.0694
C 1.7094 1.3612 -0.0020
N 1.3129 0.0415 0.5888
C 1.2996 0.0939 2.0772
C -0.0177 0.7065 2.4147
N -0.8842 0.7950 1.4289
C -2.0436 1.3726 1.9472
C -3.2567 1.6909 1.3482
C -4.2083 2.2842 2.1497
C -3.9632 2.5584 3.5057
C -2.7600 2.2478 4.1045
C -1.8069 1.6446 3.2931
N -0.5052 1.2047 3.5550
C 0.9563 1.5196 -1.2714
N -0.2560 1.0035 -1.3853
C -0.6506 1.2284 -2.7057
C -1.8181 0.8775 -3.3781
C -1.9098 1.2406 -4.7052
C -0.8736 1.9399 -5.3489
C 0.2783 2.3029 -4.6838
C 0.3651 1.9332 -3.3459
N 1.3610 2.1141 -2.3933
H 2.7877 1.3892 -0.1480
H 1.4036 2.1507 0.6864
H 1.9705 -0.6667 0.2300
H 2.1454 0.6884 2.4274
H 1.3854 -0.9171 2.4736
H -3.4431 1.4708 0.3062
H -5.1696 2.5446 1.7292
H -4.7400 3.0248 4.0954
H -2.5738 2.4611 5.1480
H -0.0237 1.2513 4.4381
H -2.6148 0.3408 -2.8788
H -2.7986 0.9867 -5.2663
H -0.9854 2.2002 -6.3923
H 1.0754 2.8396 -5.1791
H 2.3082 2.4127 -2.5710
F 2.3558 -1.3564 -1.3003
B 3.6749 -0.8027 -1.6102
F 3.4574 0.2160 -2.5536
F 4.5041 -1.7788 -2.0555
F 4.1044 -0.2219 -0.3896
I 1.2292 -2.7501 -5.3369
C -0.0858 -2.8644 -3.7934
C -1.0572 -3.8837 -3.6784
C -1.8715 -3.9050 -2.6008
C -1.8126 -2.8644 -1.5408
N -0.7199 -1.8926 -1.6860
C 0.0348 -1.9100 -2.7423
H -1.1454 -4.6363 -4.4499
H -2.6380 -4.6578 -2.4774
H -2.7520 -2.2973 -1.5376
H 0.8390 -1.1888 -2.7936
O -0.4592 -2.1597 1.2275
S -1.8662 -2.6609 1.0560
O -2.3396 -3.5117 2.0723
O -2.6496 -1.4694 0.6837
O -1.7559 -3.5445 -0.2787
*
```

Atomic partial charges in e from the natural (NBO) method, atoms 1 to 6: number 1, Ir, carries 1.212; number 2, C, carries -0.315; number 3, N, carries -0.489; number 4, C, carries -0.285; number 5, C, carries 0.435; number 6, N, carries -0.483

(3)
A 2-piece molecular cluster, C6H8N2 overall, computed with the ωB97M-V functional and the def2-TZVPD basis.

The value obtained for the LUMO energy is 0.59 eV. For the HOMO energy, the calculation gives -8.72 eV. The HOMO-LUMO gap comes out at 9.31 eV.

Geometry as ORCA input:
```
! wB97M-V def2-TZVPD RIJCOSX def2/J DEFGRID3
* xyz 0 1
C 1.0209 -1.6157 0.7887
C -1.3721 -1.5367 -1.4833
C -0.2622 -1.2480 -2.2206
C 0.2717 1.0147 0.5043
C 0.6252 -0.3332 1.0407
C 0.6734 0.6521 1.8503
N 1.5149 -2.6824 0.6982
N 0.9374 1.1590 3.0705
H -1.8559 -2.5814 -1.4491
H -1.7350 -0.7225 -0.9561
H 0.1071 -0.1737 -2.3761
H 0.3794 -2.0327 -2.7122
H 1.1195 1.4547 -0.0075
H -0.7604 1.3909 0.2446
H 1.1413 0.4489 3.8260
H 1.3612 2.0752 3.2154
*
```

Atomic partial charges in e from the natural (NBO) method, atoms 1 to 6: number 1, C, carries 0.272; number 2, C, carries -0.405; number 3, C, carries -0.389; number 4, C, carries -0.392; number 5, C, carries -0.240; number 6, C, carries 0.287

Largest force on an atom per entry: 0.0788, 0.0237, 0.0866 Eh/bohr
Energy relative to the best compared isomer or geometry (same formula, charge and spin) per entry: 41.78, 7.87, 95.93 kcal/mol
Energy per entry: -1091.158306, -2665.757534, -342.781059 a.u.